Entry 1:
This record from the OMol25 dataset describes a 3-piece molecular cluster, C2H9N2O overall. The level of theory is ωB97M-V/def2-TZVPD.

Cartesian coordinates (Å):
C: 1.4928 -0.6788 1.3491
N: 0.4738 -0.0987 0.5500
C: 0.3241 1.2219 0.6634
N: -0.3003 1.8782 -0.2747
H: 2.0170 0.0773 1.9299
H: 2.1757 -1.0863 0.5813
H: 1.1681 -1.5097 1.9813
H: 0.5363 -6.9000 -3.0724
H: 0.6999 1.8100 1.5030
H: 0.1260 -6.5649 -2.5530
H: -0.5489 2.8132 0.0562
H: -1.5973 0.1703 -0.8161
H: -2.6592 -0.6924 -1.6130
O: -1.7402 -0.5121 -1.4429

Forces on atoms 1 to 3 (eV/Å):
-0.353 1.595 0.074
0.927 -1.105 0.038
-0.398 1.920 -0.154

The maximum force is 1.97 eV Å⁻¹. The highest occupied orbital energy is -14.81 eV. The calculation puts the energy relative to the best compared isomer or geometry (same formula, charge and spin) at 181.6 kcal per mole. For the LUMO energy, the calculation gives -9.8 eV. The charge is +1. Its spin multiplicity is 1.

***

Entry 2:
This record from the OMol25 dataset describes a 2-piece molecular cluster, C2H9N2O overall. The level of theory is ωB97M-V/def2-TZVPD.

Cartesian coordinates (Å):
C: 0.1396 -1.3431 1.3408
N: -0.0864 0.5700 -1.7476
C: -0.0648 -0.5549 -0.8813
N: 0.1082 -0.2287 0.4537
H: 0.2447 -0.9951 2.3631
H: -0.7677 -1.9620 1.2946
H: 0.9766 -2.0279 1.1260
H: 0.4520 1.3573 -1.3942
H: -1.0183 -1.1141 -1.0020
H: 0.7281 -1.2689 -1.2165
H: -0.4490 3.0845 1.1969
H: 0.0952 0.3951 -2.7253
H: -0.2049 1.5775 0.7153
O: -0.1534 2.5102 0.4765

Forces on atoms 1 to 3 (eV/Å):
0.036 0.208 0.887
0.553 -0.563 0.315
0.257 2.448 -0.181

The maximum force is 2.47 eV Å⁻¹. The highest occupied orbital energy is -15.06 eV. The calculation puts the energy relative to the best compared isomer or geometry (same formula, charge and spin) at 134.5 kcal per mole. For the LUMO energy, the calculation gives -8.8 eV. The charge is +1. Its spin multiplicity is 1.

***

Entry 3:
This record from the OMol25 dataset describes C2H9N2O as an isolated structure. The level of theory is ωB97M-V/def2-TZVPD.

Cartesian coordinates (Å):
C: -1.4410 -0.9924 -0.0338
C: -0.3290 -0.0030 -0.4507
N: 2.0128 0.2180 -0.4596
N: -0.3783 1.3431 -0.6396
O: 0.9425 -0.5267 -0.5277
H: -2.4774 -0.6101 -0.0911
H: -1.2027 -1.4406 0.9474
H: -1.3610 -1.8803 -0.7949
H: -0.0514 -0.6489 1.6365
H: -0.1004 -0.4723 2.3950
H: 1.9851 1.1439 -0.1861
H: 3.0591 -0.0357 -0.5926
H: 0.4699 1.9677 -0.8353
H: -1.1284 1.9375 -0.3675

Forces on atoms 1 to 3 (eV/Å):
0.734 -1.315 -2.404
2.931 1.635 -0.117
5.280 1.483 -0.957

The maximum force is 5.57 eV Å⁻¹. The highest occupied orbital energy is -14.04 eV. The calculation puts the energy relative to the best compared isomer or geometry (same formula, charge and spin) at 138.9 kcal per mole. For the LUMO energy, the calculation gives -4.6 eV. The charge is +1. Its spin multiplicity is 1.

***

Entry 4:
This record from the OMol25 dataset describes C2H9N2O2 as an isolated structure. The level of theory is ωB97M-V/def2-TZVPD.

Cartesian coordinates (Å):
N: 0.9933 -1.6960 1.9620
C: 0.3871 -0.4001 1.7133
O: -0.6678 -0.4043 0.7905
H: 0.2408 -2.3764 2.0394
H: 1.5663 -1.9730 1.1701
H: -0.0074 -0.0403 2.6671
H: 1.1676 0.3003 1.3992
N: -1.3173 1.4549 -1.7111
C: 0.0586 0.9926 -1.6731
O: 0.2614 -0.3458 -1.3271
H: -1.8336 0.9068 -2.3826
H: -1.7168 1.3106 -0.7876
H: 0.4766 1.1291 -2.6764
H: 0.6149 1.6369 -0.9812
H: -0.2236 -0.4952 -0.2026

Forces on atoms 1 to 3 (eV/Å):
-0.220 0.205 -0.340
0.423 -0.351 0.404
0.309 0.195 -0.378

The maximum force is 1.36 eV Å⁻¹. The highest occupied orbital energy (alpha / beta) is -9.86 / -9.77 eV. The calculation puts the energy relative to the best compared isomer or geometry (same formula, charge and spin) at 6.2 kcal per mole. The expectation value of S² is 0.758. For the LUMO energy (alpha / beta), the calculation gives 1.0 / -3.0 eV. The charge is 0. Its spin multiplicity is 2.

***

Entry 5:
This record from the OMol25 dataset describes a 2-piece molecular cluster, C2H9N2S overall. The level of theory is ωB97M-V/def2-TZVPD.

Cartesian coordinates (Å):
C: -2.8208 0.2227 0.7118
S: -1.0754 -0.3606 1.3537
H: -2.9422 -0.4590 -0.2352
H: -2.7846 1.3243 0.5759
H: -3.6667 -0.0873 1.4385
N: 1.4390 1.1340 -1.8004
C: 2.2130 0.0239 -1.2789
N: 1.5283 -0.6578 -0.1759
H: 1.0384 1.6741 -0.9570
H: 0.5962 0.6854 -1.9491
H: 3.1830 0.4486 -0.8495
H: 2.4993 -0.7821 -2.0523
H: 0.6149 -0.1988 0.0626
H: 1.5438 -1.6486 -0.4564

Forces on atoms 1 to 3 (eV/Å):
0.474 -2.278 0.164
-1.879 0.763 -0.071
-0.156 1.924 1.431

The maximum force is 3.15 eV Å⁻¹. The highest occupied orbital energy is -2.56 eV. The calculation puts the energy relative to the best compared isomer or geometry (same formula, charge and spin) at 38.7 kcal per mole. For the LUMO energy, the calculation gives 4.2 eV. The charge is -1. Its spin multiplicity is 1.

***

Entry 6:
This record from the OMol25 dataset describes a 2-piece molecular cluster, C2H9N2S overall. The level of theory is ωB97M-V/def2-TZVPD.

Cartesian coordinates (Å):
C: -0.8268 0.0768 -0.0718
C: 0.5748 0.4864 0.3629
N: -0.9796 -1.3875 0.0564
N: 0.8674 1.8040 0.0995
S: 1.8171 -0.8292 -0.1280
H: -0.9616 0.3539 -1.1224
H: -1.5689 0.6093 0.5230
H: 0.6429 0.4139 1.9963
H: -0.0037 -1.7506 -0.2082
H: -1.7155 -1.7689 -0.5455
H: -1.1576 -1.6614 1.0283
H: 1.7463 2.1381 0.4670
H: 0.7012 2.1278 -0.8466
H: 1.9909 -0.3828 -1.3803

Forces on atoms 1 to 3 (eV/Å):
0.069 0.918 0.015
0.624 -1.035 4.397
0.133 -0.317 0.047

The maximum force is 4.56 eV Å⁻¹. The highest occupied orbital energy is -13.45 eV. The calculation puts the energy relative to the best compared isomer or geometry (same formula, charge and spin) at 59.6 kcal per mole. For the LUMO energy, the calculation gives -3.5 eV. The charge is +1. Its spin multiplicity is 1.

***

Entry 7:
This record from the OMol25 dataset describes a 2-piece molecular cluster, C2H9N2S2 overall. The level of theory is ωB97M-V/def2-TZVPD.

Cartesian coordinates (Å):
S: -0.6272 2.1271 0.0058
S: -0.8288 0.8077 1.6570
H: 0.6831 2.3965 0.0849
H: -1.6491 -0.0129 0.9296
C: 0.1778 -1.2119 -1.2851
C: 1.1434 -1.8129 -0.5329
N: 1.3841 -1.5116 0.8762
N: 0.0499 -1.5081 -2.6369
H: -0.5208 -0.4787 -0.9197
H: 1.8676 -2.5227 -0.9856
H: 2.4215 -1.3326 1.0824
H: 0.9189 -0.6303 1.1759
H: 1.1038 -2.2620 1.5673
H: 0.8602 -2.0360 -3.0292
H: -0.3530 -0.7906 -3.2787

Forces on atoms 1 to 3 (eV/Å):
-0.280 0.039 0.256
-0.316 0.144 -0.801
0.096 -0.245 0.177

The maximum force is 2.14 eV Å⁻¹. The highest occupied orbital energy is -12.82 eV. The calculation puts the energy relative to the best compared isomer or geometry (same formula, charge and spin) at 35.7 kcal per mole. For the LUMO energy, the calculation gives -3.6 eV. The charge is +1. Its spin multiplicity is 1.

***

Entry 8:
This record from the OMol25 dataset describes a 2-piece molecular cluster, C2H9N2S2 overall. The level of theory is ωB97M-V/def2-TZVPD.

Cartesian coordinates (Å):
C: -0.9444 0.6462 -1.2396
C: -0.7798 0.0393 0.2506
N: -0.5596 0.7574 1.2857
N: 2.2740 -1.1226 1.0547
S: -1.0327 -2.3565 -1.4056
S: -0.9219 -1.6323 0.4996
H: -0.0325 0.3087 -1.7174
H: -1.7607 0.2667 -1.7675
H: -1.0774 1.7810 -1.2868
H: -0.6051 1.7836 1.3091
H: -0.2053 0.1924 2.0573
H: 2.2961 -0.9880 2.0611
H: 2.6356 -1.9779 0.8699
H: 2.9398 -0.4471 0.7451
H: -2.2080 -2.8250 -1.2538

Forces on atoms 1 to 3 (eV/Å):
1.151 1.023 2.836
-1.230 0.488 -7.576
1.022 2.088 4.428

The maximum force is 7.69 eV Å⁻¹. The highest occupied orbital energy (alpha / beta) is -10.16 / -14.19 eV. The calculation puts the energy relative to the best compared isomer or geometry (same formula, charge and spin) at 0.0 kcal per mole. The expectation value of S² is 2.007. For the LUMO energy (alpha / beta), the calculation gives -4.4 / -8.1 eV. The charge is +1. Its spin multiplicity is 3.

***

Entry 9:
This record from the OMol25 dataset describes a 2-piece molecular cluster, C2H9N3 overall. The level of theory is ωB97M-V/def2-TZVPD.

Cartesian coordinates (Å):
C: 1.8912 0.6921 0.3510
N: 2.2589 -0.7245 0.0900
H: 1.6995 1.0972 -0.6423
H: 1.0933 0.7541 1.0779
H: 2.8071 1.2019 0.6561
H: 3.2501 -0.9360 0.0954
H: 1.7790 -1.1240 -0.7169
N: -1.5286 -1.0485 -0.2470
C: -2.3778 -0.0112 0.0216
N: -2.6913 0.8273 -0.9106
H: -1.2847 -1.4826 0.6296
H: -0.7751 -0.8227 -0.9013
H: -2.8752 0.0118 0.9930
H: -3.2464 1.5651 -0.4966

Forces on atoms 1 to 3 (eV/Å):
1.577 -1.249 -1.338
-0.392 -0.423 0.510
-0.816 0.673 0.277

The maximum force is 2.42 eV Å⁻¹. The highest occupied orbital energy (alpha / beta) is 1.37 / -5.41 eV. The calculation puts the energy relative to the best compared isomer or geometry (same formula, charge and spin) at 11.8 kcal per mole. The expectation value of S² is 0.750. For the LUMO energy (alpha / beta), the calculation gives 4.1 / 4.4 eV. The charge is -1. Its spin multiplicity is 2.

***

Entry 10:
This record from the OMol25 dataset describes a 2-piece molecular cluster, C2H9N3 overall. The level of theory is ωB97M-V/def2-TZVPD.

Cartesian coordinates (Å):
C: -3.2767 1.9701 -3.8757
N: -2.7243 1.0205 -3.2478
H: -3.1815 2.9399 -3.3842
H: -3.7318 1.9294 -4.8643
H: -3.0409 0.1081 -3.5915
N: 0.9078 -1.4074 2.8398
C: 1.4570 -0.9108 1.5827
N: 2.8460 -0.4338 1.6640
H: 1.0649 -0.7706 3.6107
H: 1.1858 -2.3542 3.0413
H: 0.8110 -0.1161 1.2300
H: 1.4641 -1.7812 0.9292
H: 3.2934 -0.7593 2.5090
H: 2.9252 0.5653 1.5568

Forces on atoms 1 to 3 (eV/Å):
0.909 0.305 0.517
-1.215 -0.425 0.405
0.086 0.240 -0.528

The maximum force is 1.36 eV Å⁻¹. The highest occupied orbital energy is -8.68 eV. The calculation puts the energy relative to the best compared isomer or geometry (same formula, charge and spin) at 37.8 kcal per mole. For the LUMO energy, the calculation gives 1.3 eV. The charge is 0. The SMILES is C=N.NCN. Its spin multiplicity is 1.